Entry from the OMol25 dataset: C46H112FeLiN10O14 as an isolated structure in a non-equilibrium geometry (wB97M-V/def2-TZVPD).

Properties
Frontier orbital gap (alpha / beta) (eV): 5.597 / 5.360
HOMO (alpha / beta) (eV): -10.1 / -10.1
Multiplicity: 5
E_tot (a.u.): -4691.5687
Expectation value of S²: 6.01
Charge: +1

Last column: Mulliken spin population.
Atoms and positions in Å:
Li1 1.6541 1.0154 -4.6732  0.000
Fe1 -3.9508 1.7677 1.0765  3.786
C1 -1.0642 1.7013 -1.5964  0.040
C2 0.0083 1.3963 -2.5248  -0.015
C3 1.2121 0.5349 -1.9682  -0.009
O1 2.1853 0.3053 -2.7001  -0.005
C4 1.0547 -0.0316 -0.6844  -0.011
C5 -0.0414 0.2179 0.1229  -0.016
C6 -1.0885 1.1798 -0.3462  0.021
O2 -2.0583 1.6320 0.4058  0.099
O3 -0.1797 -0.4230 1.1984  0.012
O4 0.0626 1.5647 -3.7452  0.012
H1 -1.8332 2.3864 -1.9249  0.009
H2 1.7988 -0.6922 -0.2591  0.007
C7 -0.0221 -3.5474 3.3426  0.004
C8 -1.5323 -3.3719 3.3857  -0.001
C9 -1.9972 -2.6725 4.6502  0.002
O5 -1.5932 -3.4741 5.7454  0.000
C10 -2.2348 -3.1369 6.9629  0.000
N1 -2.0141 -2.6847 2.1757  0.001
H3 0.3395 -4.1977 2.5417  0.001
H4 0.2877 -4.0611 4.2552  0.000
H5 0.4871 -2.5913 3.2013  -0.002
H6 -2.0123 -4.3517 3.4570  0.000
H7 -3.0895 -2.5791 4.6667  0.000
H8 -1.5769 -1.6611 4.7209  -0.001
H9 -1.7867 -2.2495 7.4156  0.000
H10 -2.0635 -3.9973 7.6077  0.000
H11 -3.3011 -2.9805 6.7764  0.000
H12 -1.8501 -3.3018 1.3792  -0.001
H13 -1.3635 -1.9351 1.9220  -0.003
C11 -0.8680 -0.8762 -6.1326  0.000
C12 0.2743 -1.4758 -5.3151  0.000
C13 0.3709 -2.9890 -5.4974  0.000
O6 0.6226 -3.3188 -6.8195  0.000
C14 0.7209 -4.7128 -7.0667  0.000
N2 1.5082 -0.7483 -5.6823  0.000
H14 -1.7698 -1.3420 -5.7210  0.000
H15 -0.8523 -1.1377 -7.1909  0.000
H16 -0.9588 0.2050 -6.0372  0.000
H17 0.1198 -1.2990 -4.2504  0.001
H18 -0.5643 -3.3913 -5.0863  0.000
H19 1.1643 -3.2437 -4.7838  0.000
H20 -0.2497 -5.1027 -6.7315  0.000
H21 1.5200 -5.1514 -6.4635  0.000
H22 0.8353 -4.8482 -8.1379  0.000
H23 1.6680 -0.7642 -6.6851  0.000
H24 2.2197 -1.3769 -5.2950  0.000
C15 0.4908 2.9334 5.3401  -0.001
C16 0.6541 1.7375 4.4100  0.000
C17 0.1451 0.4599 5.1116  0.000
O7 0.9257 0.2831 6.2673  0.000
C18 0.6626 -0.9178 6.9439  0.000
N3 0.0164 1.9712 3.1212  -0.001
H25 -0.5654 3.1633 5.5406  0.000
H26 0.8365 3.8479 4.8592  0.001
H27 0.9007 2.7767 6.3351  0.000
H28 1.7118 1.6150 4.1672  -0.001
H29 0.3141 -0.3517 4.3857  0.001
H30 -0.9259 0.4326 5.3580  0.000
H31 -0.3361 -0.8568 7.3923  0.000
H32 1.3246 -0.9994 7.8084  0.000
H33 0.8251 -1.7980 6.3149  0.000
H34 0.0656 1.1180 2.5649  0.003
H35 -0.9767 2.0821 3.3270  0.001
C19 -1.5361 -2.2902 -1.1667  -0.002
C20 -0.2876 -2.9686 -0.6018  0.001
C21 -0.4827 -4.3779 -0.1292  0.001
O8 -1.3262 -4.4124 1.0177  0.000
C22 -1.2886 -5.5919 1.7602  0.000
N4 0.8334 -2.7972 -1.5499  0.001
H36 -2.0663 -2.8780 -1.9165  0.000
H37 -1.3748 -1.2689 -1.5165  -0.001
H38 -2.1972 -2.1592 -0.3011  0.004
H39 -0.0470 -2.4028 0.3093  -0.005
H40 0.4486 -4.8585 0.2016  0.000
H41 -0.8648 -5.0915 -0.8715  0.000
H42 -2.0430 -5.6004 2.5490  0.000
H43 -0.3070 -5.7396 2.2226  0.000
H44 -1.5755 -6.4639 1.1594  0.000
H45 1.1073 -1.8366 -1.3389  0.004
H46 1.7478 -3.2202 -1.3584  0.001
C23 -4.4293 3.4095 -5.5418  0.000
C24 -3.4687 2.6072 -4.6429  -0.001
C25 -3.6135 1.0814 -4.8642  0.000
O9 -4.9330 0.6171 -4.5931  0.000
C26 -4.9632 -0.7783 -4.3682  0.000
N5 -2.1073 3.0135 -5.0184  0.000
H47 -5.4592 3.1773 -5.2621  0.000
H48 -4.2913 3.1035 -6.5797  0.000
H49 -4.2709 4.4836 -5.4746  0.000
H50 -3.6747 2.7371 -3.5808  -0.001
H51 -2.9560 0.6312 -4.1059  0.002
H52 -3.2242 0.7459 -5.8266  0.000
H53 -4.3622 -1.0394 -3.4897  0.000
H54 -4.5009 -1.3053 -5.2113  0.000
H55 -5.9760 -1.1730 -4.3293  0.000
H56 -1.4356 2.5689 -4.3897  0.001
H57 -1.9418 2.6288 -5.9435  0.000
C27 5.9406 -1.0711 -3.2852  0.000
C28 4.9721 -2.2283 -3.0875  0.000
C29 4.6410 -2.3768 -1.5936  0.000
O10 3.6851 -3.3983 -1.3542  0.000
C30 3.5090 -3.6008 0.0301  0.001
N6 3.7168 -1.9331 -3.8429  0.000
H58 5.5601 -0.1377 -2.8594  0.000
H59 6.1895 -0.9090 -4.3320  0.000
H60 6.8808 -1.1887 -2.7385  0.000
H61 5.4388 -3.1858 -3.3285  0.000
H62 4.2214 -1.4469 -1.1870  0.000
H63 5.5798 -2.5791 -1.0639  0.000
H64 4.4151 -3.9384 0.5387  0.000
H65 2.7112 -4.3091 0.2535  0.000
H66 3.1877 -2.6798 0.5347  0.000
H67 3.2815 -1.1783 -3.3168  0.000
H68 3.1879 -2.7408 -3.5071  0.000
C31 3.6979 3.1192 -0.2112  0.003
C32 2.6597 3.4746 0.8601  -0.001
C33 2.7854 4.8171 1.5193  0.003
O11 1.9705 4.8537 2.6735  0.000
C34 1.8580 6.1457 3.2027  0.000
N7 1.3083 3.3840 0.2323  0.002
H69 3.4080 2.2418 -0.7850  -0.002
H70 4.6519 2.9452 0.2968  0.000
H71 3.8677 3.9543 -0.8973  0.000
H72 2.8808 2.7122 1.6145  -0.003
H73 2.4627 5.5713 0.7941  0.001
H74 3.8127 5.0410 1.8327  0.000
H75 1.1730 6.0914 4.0468  0.000
H76 1.4726 6.8893 2.4928  0.000
H77 2.8372 6.5271 3.5180  0.000
H78 1.3047 2.5836 -0.3941  -0.002
H79 1.2683 4.1200 -0.4873  0.002
C35 3.8075 -3.1326 6.5402  0.000
C36 4.5434 -2.4098 5.4273  0.000
C37 3.6002 -1.6502 4.5253  -0.001
O12 4.2166 -1.1843 3.3496  0.000
C38 3.2961 -0.5655 2.4794  -0.001
N8 5.5938 -1.5975 6.0808  0.000
H80 3.0449 -3.8545 6.2287  0.000
H81 3.1607 -2.5280 7.1897  0.000
H82 4.5116 -3.6269 7.2062  0.000
H83 5.0691 -3.2038 4.8902  0.000
H84 3.2602 -0.7911 5.1267  0.000
H85 2.6835 -2.2230 4.3343  0.000
H86 2.4284 -1.2191 2.3231  -0.001
H87 3.8028 -0.3573 1.5399  0.001
H88 2.9060 0.3310 2.9741  0.000
H89 6.1756 -1.0879 5.4211  0.000
H90 5.0737 -0.8308 6.5105  0.000
C39 -2.1929 4.9987 -2.2404  0.002
C40 -1.4102 5.3450 -0.9445  -0.010
C41 -0.1680 6.2607 -1.1035  0.001
O13 1.0086 5.5686 -1.4870  0.000
C42 2.0631 6.4868 -1.6628  0.000
N9 -2.4001 6.0367 -0.0895  0.001
H91 -1.4927 4.5447 -2.9467  -0.001
H92 -2.4233 5.9369 -2.7507  0.001
H93 -3.0724 4.3634 -2.1546  -0.001
H94 -1.2078 4.4047 -0.4220  0.004
H95 -0.0635 6.8407 -0.1827  0.000
H96 -0.4848 6.9914 -1.8563  0.000
H97 2.2363 7.1001 -0.7712  0.000
H98 1.8768 7.1604 -2.5034  0.000
H99 3.0198 5.9871 -1.8127  0.000
H100 -2.0289 6.0509 0.8610  0.000
H101 -3.1954 5.4159 0.0341  0.000
C43 -4.8182 -2.2040 0.2607  -0.006
C44 -4.2647 -0.7968 0.1422  -0.136
C45 -5.2848 0.0278 -0.6813  0.018
O14 -4.7823 1.3622 -0.8334  0.046
C46 -5.6672 2.0966 -1.6944  0.002
N10 -4.2381 -0.2469 1.5249  0.090
H102 -4.9470 -2.7321 -0.6909  0.002
H103 -5.8339 -2.2981 0.6587  0.000
H104 -4.1684 -2.8780 0.8170  -0.001
H105 -3.2594 -0.8763 -0.2657  0.028
H106 -6.2929 -0.0118 -0.2589  -0.012
H107 -5.3566 -0.4852 -1.6433  0.004
H108 -6.7184 2.0011 -1.4208  -0.003
H109 -5.5451 1.7883 -2.7356  0.005
H110 -5.4040 3.1548 -1.7253  0.001
H111 -3.5084 -0.7031 2.0865  0.005
H112 -5.0867 -0.5662 1.9902  0.022

Force components x, y, z for each atom (eV/Å):
Li 0.07 -0.53 0.49
Fe 2.83 -0.79 -1.38
C 1.11 0.03 -2.05
C 0.65 -1.75 0.96
C -0.59 -0.30 1.55
O -0.09 0.70 -1.12
C 0.52 1.29 -1.06
C -0.05 -1.38 1.77
C -1.25 1.82 -0.23
O -1.46 -0.56 1.72
O -0.60 1.16 -0.49
O -0.26 0.79 0.12
H -0.10 -0.03 0.09
H 0.23 0.24 -0.03
C 0.48 -0.43 0.48
C -0.18 0.52 -0.44
C 0.32 0.10 0.22
O -0.05 0.19 -0.08
C 0.38 -0.35 -0.40
N -1.42 3.54 1.68
H -0.16 0.58 0.10
H 0.29 0.38 0.18
H -0.06 0.11 0.33
H 0.13 0.73 0.20
H -0.09 -0.03 -0.24
H 0.05 0.02 0.03
H -0.19 0.03 0.00
H -0.23 0.14 0.20
H -0.07 -0.01 0.27
H -1.15 0.96 1.18
H -0.10 0.26 0.75
C -0.72 -0.67 0.61
C -0.45 0.97 -1.58
C 0.11 1.04 1.10
O 0.43 0.42 -0.42
C -0.96 0.55 0.79
N 0.53 -0.68 0.62
H -0.26 0.29 -0.20
H 0.36 -0.06 0.03
H 0.14 0.02 0.15
H -0.15 -0.04 0.11
H -0.06 -0.40 -0.26
H 0.22 -0.75 -0.26
H 0.23 -0.64 -0.23
H 0.09 -0.13 -0.27
H 0.20 -0.11 0.09
H -0.27 -0.23 -0.06
H 0.71 0.65 -0.19
C -0.72 0.52 -0.20
C -0.39 0.12 0.56
C 1.05 0.01 -0.68
O 0.33 -0.10 0.03
C -0.02 0.26 0.68
N -0.71 -0.23 0.46
H -0.19 -0.40 -0.20
H 0.51 -0.12 0.11
H 0.46 0.00 -0.21
H 0.10 -0.17 0.42
H 0.00 -0.28 0.18
H -0.09 0.48 -0.03
H -0.15 -0.38 -0.37
H 0.25 0.17 -0.20
H -0.36 -0.04 -0.07
H 0.06 0.14 -0.03
H -0.04 0.18 -0.28
C -0.45 -0.34 0.90
C 0.94 0.76 0.12
C 0.37 -1.90 0.06
O 1.14 -3.60 -2.86
C -0.51 -2.07 -0.34
N 0.21 0.31 -0.22
H 0.14 -0.03 -0.17
H 0.41 -0.23 -0.30
H 0.04 -0.42 -0.28
H -0.01 -0.18 -0.04
H 0.36 0.50 -0.23
H -0.22 0.34 -0.27
H 0.23 0.12 -0.54
H -0.24 -0.33 -0.25
H 0.42 0.04 -0.31
H -0.38 -0.27 -0.92
H -0.90 -0.75 0.16
C -0.30 -0.61 0.69
C -0.26 -0.34 -1.73
C 0.13 0.18 1.21
O -0.26 0.08 -0.10
C 0.66 -0.15 -0.80
N -0.26 -0.29 0.83
H -0.07 0.09 -0.16
H 0.03 0.01 -0.04
H 0.14 -0.03 0.14
H 0.23 0.54 0.03
H 0.22 -0.16 -0.05
H -0.36 0.11 -0.34
H -0.17 -0.08 0.19
H 0.10 0.02 -0.04
H -0.16 0.42 0.35
H -0.05 0.13 -0.43
H 0.17 0.16 -0.06
C 0.58 0.18 0.54
C -0.34 0.92 0.74
C 0.35 0.50 0.06
O 0.32 -0.47 -0.02
C -0.09 0.30 0.82
N 0.65 -1.52 0.82
H -0.44 -0.03 -0.25
H -0.15 -0.08 -0.04
H 0.03 -0.41 -0.12
H -0.25 0.07 -0.76
H 0.13 0.22 -0.11
H -0.09 -0.15 0.17
H 0.14 -0.05 -0.20
H 0.10 -0.26 -0.52
H 0.16 0.18 -0.12
H 0.01 0.26 -0.10
H -0.70 0.06 -0.62
C 0.87 1.21 0.57
C -0.40 -1.20 -1.15
C 0.19 0.17 0.20
O -0.25 -0.01 -0.36
C 0.23 0.20 0.08
N 0.28 -0.04 -0.12
H -0.03 -0.10 0.12
H 0.12 -0.19 -0.28
H -0.10 -0.06 -0.18
H -1.03 -0.05 0.30
H 0.01 0.24 0.08
H 0.17 -0.05 -0.25
H 0.12 0.05 0.08
H -0.16 -0.20 -0.21
H -0.01 -0.03 0.23
H 0.07 -0.44 0.54
H 0.04 0.01 0.81
C -1.18 -0.26 0.77
C 0.86 -0.66 0.25
C -0.29 0.66 0.71
O 0.30 -0.60 -0.17
C -0.24 -0.17 0.78
N -0.72 0.74 -0.16
H 0.48 -0.28 -0.58
H 0.53 0.69 -0.10
H 0.07 -0.06 -0.14
H -0.05 0.16 -0.39
H -0.15 0.18 -0.08
H 0.13 -0.27 -0.38
H 0.00 -0.04 -0.27
H -0.05 0.18 0.02
H 0.04 0.27 -0.40
H -0.01 -0.43 -0.37
H 0.21 -0.09 0.43
C 2.16 0.92 -0.58
C -1.37 -1.03 0.22
C -1.62 -0.38 -0.39
O -0.46 0.67 -0.12
C 0.61 0.53 0.05
N 0.25 0.26 0.85
H -0.16 -0.38 0.02
H -0.54 0.01 0.18
H 0.00 0.10 0.40
H 0.93 -0.05 -0.30
H 0.43 -0.24 0.22
H 0.41 0.13 -0.24
H -0.34 0.07 0.07
H -0.06 -0.05 -0.05
H -0.28 -0.43 -0.25
H 0.17 0.39 -0.07
H -0.18 0.11 -0.43
C -0.39 -1.57 -0.86
C -1.97 -0.86 0.53
C 1.57 -1.38 -0.24
O -1.00 0.14 0.48
C -0.08 0.98 -1.04
N -0.03 0.72 0.48
H 0.33 0.43 -0.34
H 0.10 0.56 0.43
H 0.12 0.38 0.36
H -0.28 0.83 -0.06
H 0.09 0.33 0.34
H 0.04 0.43 -0.22
H 0.08 -0.15 0.32
H 0.02 -0.53 0.18
H 0.18 -0.04 0.55
H 0.46 -0.14 -0.28
H -0.12 0.17 -0.08